Below is a molecular structure, C13H26IN6O7PV in a non-equilibrium geometry, with properties calculated with ωB97M-V with the def2-TZVPD basis set.

Output
E_LUMO (spin up / spin down) = -9.341 / -9.432 eV
energy = -2948.38181 Eh
2S+1 = 3
energy above the lowest of the compared OMol25 structures with the same formula, charge and spin = 1.039 eV
gap between HOMO and LUMO (spin up / spin down) = 7.7 / 7.6 eV
charge = +3

The geometry in XYZ format:
```
55
Properties=species:S:1:pos:R:3:forces:R:3:mulliken_spin:R:1
V -1.222530 0.878657 -0.157970 1.983 -0.011 -1.217 2.032
O -0.964856 0.924002 1.776473 0.221 0.506 1.012 -0.044
C 0.028024 1.183930 2.519637 -1.562 -0.581 -0.640 0.023
C 1.344981 1.174975 2.058068 0.290 1.328 2.036 0.024
C 2.326410 1.543211 2.996967 1.680 0.287 0.930 0.001
C 3.650766 1.446727 2.650335 0.402 -0.865 -0.263 0.000
C 4.037816 1.038203 1.352048 -0.382 0.264 0.528 0.006
C 3.068512 0.706801 0.422084 -0.187 1.411 1.951 -0.004
C 1.704721 0.820011 0.794085 -0.791 -2.207 -3.876 -0.009
O 0.783794 0.391793 -0.112204 0.963 1.358 1.546 -0.049
N 4.751911 1.436848 3.673150 -0.049 0.231 0.918 0.000
O 5.583704 2.313044 3.696746 -0.568 -0.191 -0.602 0.000
O 4.706591 0.480968 4.433136 -0.248 0.292 -0.554 0.000
H -0.133573 1.355190 3.589250 -0.283 0.028 -0.146 -0.001
H 2.104797 1.900973 4.010736 -0.258 -0.387 -0.393 0.000
H 5.094721 1.018279 1.109019 -0.034 -0.016 -0.074 0.000
H 3.348854 0.687418 -0.580252 0.222 -0.703 -1.680 0.000
N -0.416163 1.176906 -2.272368 -0.453 -0.225 1.167 -0.022
C -0.030100 2.593247 -2.506918 -0.472 -0.468 -0.381 0.010
C -0.792822 3.529147 -1.579817 1.818 0.307 -1.866 -0.010
N -0.757795 3.031645 -0.227497 -0.564 -0.145 2.017 -0.003
H 0.429367 0.643599 -2.190100 0.382 -0.526 0.093 0.002
H -0.927954 0.724078 -3.014997 -0.337 0.344 -0.339 0.004
H -0.253724 2.845314 -3.552778 0.440 0.150 0.313 -0.002
H 1.057120 2.664932 -2.298652 -0.632 0.087 -0.285 0.000
H -1.743979 3.856255 -1.964371 -0.867 -0.722 0.363 -0.005
H -0.226563 4.421256 -1.722684 0.482 1.133 0.527 -0.001
H -1.469704 3.566252 0.284123 0.329 -0.265 0.174 0.008
H 0.141892 3.196367 0.296976 -1.047 0.039 -1.098 0.004
N -0.260151 -4.524188 -2.198211 -1.132 0.656 0.769 0.000
C -1.148220 -3.638537 -1.266890 1.388 -1.393 0.084 0.001
P -0.273706 -2.090479 -0.702729 -1.559 1.281 0.360 0.002
O 0.646552 -1.782263 -1.813559 0.813 -0.480 -0.680 0.003
O -1.436845 -1.140657 -0.337755 0.744 -0.977 -0.240 0.028
C 0.756596 -2.343272 0.817937 0.492 -2.554 0.165 0.004
N 2.265546 -2.377630 0.408813 -0.666 0.157 0.259 0.000
H -0.030207 -5.452700 -1.876294 0.035 -0.399 0.476 0.000
H 0.561731 -3.992368 -2.341224 1.535 0.736 -0.724 0.000
H -0.739753 -4.632895 -3.080139 -0.041 -0.085 -0.544 0.000
H -1.499738 -4.335093 -0.526224 -0.564 0.158 0.467 0.000
H -1.898780 -3.360688 -1.958955 -1.203 0.711 -0.031 0.000
H 0.516843 -3.364534 1.237019 0.332 1.011 -0.260 0.000
H 0.565208 -1.639733 1.625121 0.232 0.188 -0.313 0.001
H 2.793872 -1.637616 0.900941 0.003 -0.490 0.199 0.000
H 2.288385 -2.055747 -0.559500 -0.149 0.091 -0.675 0.000
H 2.755637 -3.305591 0.436196 -0.632 1.006 0.441 0.000
N -4.856982 0.183004 -1.606800 1.385 0.453 1.387 0.002
C -4.096511 0.396997 -0.556377 -1.270 -0.167 1.673 0.005
O -3.107529 1.182776 -0.587670 0.411 -0.164 -0.413 -0.011
C -4.517984 -0.145787 0.818774 0.622 -1.223 -1.387 0.002
I -5.083328 -2.221675 0.818704 -0.051 0.133 -0.204 0.000
H -4.658534 0.789155 -2.363692 -0.307 0.280 -1.228 0.000
H -5.725214 -0.274923 -1.458485 -0.818 -0.469 -0.354 0.000
H -5.369479 0.359999 1.216561 -0.404 0.625 0.194 0.000
H -3.671619 -0.145572 1.472222 0.324 0.463 0.416 0.000
```
Positions in Å, forces in eV/Å.

---

Below is a single C5H7NO molecule in a non-equilibrium geometry, with properties calculated with ωB97M-V with the def2-TZVPD basis set.

Output
E_LUMO = 0.760 eV
energy = -324.59693 Eh
energy above the lowest of the compared OMol25 structures with the same formula, charge and spin = 3.470 eV
gap between HOMO and LUMO = 8.9 eV
charge = 0

The geometry in XYZ format:
```
14
Properties=species:S:1:pos:R:3:forces:R:3:lowdin_charge:R:1
C 1.300834 -0.271808 -0.970621 -0.377 -0.384 0.098 -0.035
C 0.955466 0.391163 0.332982 -0.118 1.257 0.027 -0.357
C -0.031632 1.312472 0.500279 2.518 -0.369 2.651 -0.126
C -2.422471 -0.803641 0.146985 0.058 -0.963 -0.105 0.015
O 1.883735 0.240309 1.344892 0.086 -0.228 -0.385 0.017
N -1.157721 1.304088 -0.272673 -0.043 1.069 -2.715 0.090
C -1.682255 0.229788 -0.132606 -2.066 -0.973 0.160 -0.203
H 2.464914 -0.506316 1.121835 -0.222 0.498 0.067 0.105
H -0.053773 1.937175 1.391672 0.233 -0.025 -0.085 0.126
H 0.694919 0.096032 -1.802883 -0.044 -0.037 0.271 0.086
H 1.158336 -1.353516 -0.893118 0.096 -0.051 -0.168 0.083
H 2.348956 -0.078900 -1.225791 -0.082 0.007 0.191 0.088
H -1.959384 -1.777450 0.258677 -0.171 -0.024 -0.628 0.053
H -3.499923 -0.719396 0.200369 0.133 0.222 0.619 0.057
```
Positions in Å, forces in eV/Å.

---

Below is 8 unconnected molecules or ions with the total composition C40H92N4O4 in a non-equilibrium geometry, with properties calculated with ωB97M-V with the def2-TZVPD basis set.

Output
E_LUMO = 0.499 eV
energy = -2098.95673 Eh
energy above the lowest of the compared OMol25 structures with the same formula, charge and spin = 0.724 eV
gap between HOMO and LUMO = 8.5 eV
charge = 0

The geometry in XYZ format:
```
140
Properties=species:S:1:pos:R:3:forces:R:3:lowdin_charge:R:1
C 4.731187 -3.047402 0.757675 -0.511 0.445 -0.468 -0.129
C 3.487537 -2.684634 -0.154854 0.892 -0.539 -0.171 -0.148
C 3.393653 -3.937592 -1.033175 -0.133 -0.062 0.827 -0.219
O 4.180647 -4.941615 -0.429067 0.190 -0.861 0.098 -0.156
C 4.543316 -4.572038 0.902247 -0.404 1.138 -1.074 -0.182
H 4.784129 -2.485678 1.690282 -0.256 -0.120 0.056 0.092
H 5.646370 -2.822552 0.209961 0.067 -0.107 -0.093 0.104
H 3.595074 -1.890353 -0.893543 0.368 0.622 0.630 0.091
H 2.548898 -2.540854 0.380285 0.288 0.049 0.348 0.083
H 3.820324 -3.768254 -2.021791 -0.433 -0.082 -0.163 0.119
H 2.347806 -4.244304 -1.018168 -0.094 -0.256 -0.704 0.110
H 5.413068 -5.191867 1.120072 -0.062 0.317 0.422 0.123
H 3.697805 -4.701744 1.577818 0.089 -0.495 0.307 0.104
C 2.497282 -3.482766 5.395006 0.501 -0.464 1.704 -0.178
C 1.018062 -3.390205 5.168826 -0.458 1.781 0.286 -0.172
C 0.905652 -3.356348 3.655619 0.769 -1.462 0.121 -0.129
O 2.300709 -3.312862 3.196026 -3.097 -1.162 -4.104 -0.119
C 3.082525 -2.878317 4.152330 2.590 0.846 3.488 -0.325
H 2.758445 -4.531461 5.536876 0.417 -0.094 -0.447 0.117
H 2.851191 -2.989833 6.300478 -0.212 0.140 0.118 0.116
H 0.755455 -2.405669 5.555904 -0.689 -0.165 0.331 0.112
H 0.422468 -4.201255 5.587826 0.058 0.320 0.199 0.116
H 0.269296 -2.607486 3.184081 0.341 0.311 0.171 0.112
H 0.478094 -4.339124 3.456992 0.257 -0.011 -1.071 0.116
H 3.212526 -1.797188 4.201032 -0.628 0.635 0.146 0.121
H 4.128551 -3.184783 4.150217 0.137 -0.638 -0.986 0.126
C -6.208559 -2.159329 -1.527223 -1.102 -0.954 -2.107 -0.210
C -4.718188 -2.267691 -1.507519 0.521 1.334 -0.931 -0.159
C -4.438146 -1.768611 -0.085422 2.146 1.270 -0.745 -0.225
O -5.610519 -1.798836 0.642435 -1.372 -0.769 0.479 -0.098
C -6.539965 -2.515629 -0.176541 -1.581 -0.460 2.530 -0.232
H -6.666426 -2.856292 -2.229147 0.018 -0.124 -0.108 0.104
H -6.698649 -1.210106 -1.743783 0.803 0.452 -0.172 0.133
H -4.382721 -1.572528 -2.277140 0.719 0.099 0.202 0.098
H -4.325641 -3.234558 -1.822442 -0.170 -0.182 0.562 0.119
H -4.148152 -0.719052 -0.134648 0.104 0.331 -0.231 0.109
H -3.572654 -2.203110 0.414802 -0.192 -0.773 0.133 0.115
H -7.564500 -2.219534 0.048759 0.052 0.102 0.529 0.128
H -6.468497 -3.583273 0.031123 0.170 -0.270 -0.039 0.129
C -0.374588 -0.754039 0.226350 1.423 0.119 0.785 -0.154
C -1.060777 0.319302 -0.602913 -1.461 -0.318 0.013 -0.168
C -1.251994 -0.390636 -1.956953 0.157 0.585 0.885 -0.177
O -1.142283 -1.819309 -1.731808 -1.269 1.770 -0.916 -0.139
C -0.334393 -2.027943 -0.587476 -0.166 -0.478 -1.147 -0.204
H -0.850798 -1.050909 1.160802 -0.159 0.775 0.127 0.103
H 0.646855 -0.438610 0.439045 0.078 -0.061 0.331 0.101
H -0.608961 1.298777 -0.759735 0.858 -0.324 0.210 0.094
H -2.008955 0.623830 -0.159820 -0.316 -0.439 0.069 0.091
H -0.464272 0.081658 -2.543926 0.288 -0.962 -0.764 0.090
H -2.197873 -0.054344 -2.381595 -0.157 -0.815 -0.253 0.111
H 0.611235 -2.345070 -1.027148 0.589 0.209 0.693 0.104
H -0.757791 -2.866940 -0.035270 0.044 -0.111 -0.021 0.118
C -6.226371 -4.618171 -4.497073 -0.847 0.080 0.959 -0.098
C -5.137820 -3.619606 -4.845066 0.096 0.076 -0.996 -0.248
N -3.937968 -4.181327 -5.494230 0.968 0.648 -2.031 -0.140
C -4.248256 -5.067112 -6.627411 -2.471 -1.136 1.323 -0.326
C -3.221123 -6.083744 -6.898753 1.575 -0.229 -0.425 -0.108
C -3.051246 -3.082072 -6.123431 -1.521 -0.638 1.761 -0.222
C -2.339883 -2.355650 -5.003968 0.003 -0.188 -0.008 -0.097
H -7.107900 -4.088040 -4.136576 0.119 0.559 0.299 0.061
H -5.920997 -5.215844 -3.638210 0.102 -0.389 -0.202 0.081
H -6.737546 -5.236474 -5.234970 0.875 -0.114 -0.424 0.066
H -5.543417 -2.838084 -5.487571 -0.367 0.248 -0.341 0.113
H -4.877846 -3.092902 -3.926875 0.339 -0.207 -0.050 0.074
H -5.109925 -5.674624 -6.350740 -0.248 0.176 0.306 0.088
H -4.606212 -4.654052 -7.570464 0.257 1.015 -0.138 0.121
H -2.390896 -5.548405 -7.359443 0.555 -0.573 -0.017 0.061
H -2.897489 -6.593003 -5.990993 0.097 0.175 0.027 0.084
H -3.568047 -6.852614 -7.589095 -0.074 0.142 -0.152 0.078
H -3.715949 -2.401356 -6.655299 -0.038 0.085 -0.438 0.105
H -2.342313 -3.531692 -6.818674 -0.167 -0.113 0.166 0.101
H -1.425638 -1.913171 -5.399520 0.141 0.032 0.444 0.074
H -2.179896 -3.112266 -4.235832 0.670 0.186 0.060 0.078
H -2.940072 -1.585133 -4.520057 -0.086 0.139 -0.229 0.057
C -2.528678 5.209386 5.782993 1.138 -0.397 0.947 -0.084
C -1.904283 4.650591 4.500109 -1.495 -0.152 0.056 -0.282
N -2.879016 3.979795 3.688785 -0.202 -1.755 0.732 -0.209
C -2.273280 2.865772 2.895633 -1.200 1.039 -0.544 -0.211
C -1.408374 3.390224 1.728589 -0.619 -0.592 0.147 -0.070
C -3.792553 4.937008 3.103994 -0.464 -0.619 -0.926 -0.254
C -5.067820 4.305998 2.474974 0.166 0.318 -0.083 -0.073
H -1.742029 5.851286 6.179528 -0.274 0.362 0.432 0.067
H -2.632603 4.389913 6.494173 0.123 -0.187 0.031 0.069
H -3.499923 5.697327 5.864787 0.185 0.271 -0.946 0.066
H -1.477484 5.438143 3.879057 0.753 0.402 0.229 0.101
H -1.191080 3.881180 4.795831 0.443 0.449 -0.036 0.115
H -3.085615 2.231872 2.540142 -0.287 0.303 -0.562 0.097
H -1.795346 2.113834 3.523559 0.602 0.701 0.539 0.106
H -0.825307 2.585909 1.280027 0.238 0.088 0.115 0.041
H -0.774729 4.222627 2.034713 0.164 -0.171 0.005 0.061
H -2.076768 3.743439 0.943362 0.004 0.200 -0.039 0.072
H -4.151447 5.672125 3.824339 -0.064 -0.582 0.694 0.098
H -3.215734 5.637228 2.499786 -0.012 -0.043 -1.270 0.105
H -4.990354 3.536353 1.707027 0.824 -0.105 0.048 0.057
H -5.668761 3.848046 3.260626 0.030 0.131 0.138 0.072
H -5.679260 5.054195 1.970541 0.001 0.329 0.286 0.064
C 5.321439 0.149233 -3.325137 0.213 -0.394 0.051 -0.094
C 5.139250 1.453219 -2.579440 0.108 0.512 0.112 -0.271
N 4.367700 2.483188 -3.294118 -0.898 -0.762 0.131 -0.168
C 5.089466 2.989150 -4.473030 -1.241 1.167 -0.502 -0.251
C 4.469675 4.329789 -5.011834 0.032 -0.859 0.151 -0.091
C 3.001719 1.926517 -3.666249 0.680 0.463 -0.246 -0.238
C 2.175287 1.611099 -2.432342 0.469 0.905 0.337 -0.082
H 5.847019 0.299186 -4.268203 0.354 -0.143 0.159 0.070
H 4.408674 -0.377536 -3.603484 -0.263 0.226 0.252 0.060
H 5.842708 -0.528751 -2.649331 0.382 -0.142 -0.323 0.072
H 4.777423 1.251123 -1.571295 -0.853 0.061 -0.100 0.098
H 6.093578 1.899360 -2.299606 0.374 0.003 -0.549 0.111
H 6.119021 3.298825 -4.293511 0.083 -0.832 0.648 0.110
H 5.034983 2.251764 -5.273897 0.433 -0.127 -0.275 0.102
H 5.257349 4.938705 -5.455565 -0.028 0.059 0.068 0.060
H 3.729789 4.162119 -5.794489 -0.135 0.000 0.111 0.057
H 4.009650 4.864227 -4.180650 0.045 0.089 -0.061 0.071
H 3.049910 1.006946 -4.249494 0.421 -0.080 -0.368 0.095
H 2.520775 2.649736 -4.324850 -0.064 0.189 0.237 0.106
H 2.319130 2.481593 -1.792321 -0.050 -0.155 0.501 0.078
H 2.574586 0.719717 -1.948496 -0.212 0.011 0.178 0.063
H 1.097451 1.522054 -2.568135 0.159 -0.192 -0.450 0.051
C 3.431528 1.799032 5.800715 -0.256 2.034 0.187 -0.074
C 3.507980 3.352714 5.441536 0.225 -1.756 -0.908 -0.215
N 3.405589 3.525116 3.970075 -0.158 -0.147 0.358 -0.212
C 3.664891 4.885796 3.544583 0.042 0.034 0.309 -0.230
C 2.625465 5.950616 4.076434 0.755 0.110 -0.562 -0.064
C 2.183505 3.068324 3.341361 -0.537 -1.226 0.317 -0.262
C 2.296321 2.621421 1.876466 -0.431 0.567 -0.508 -0.078
H 3.673696 1.663038 6.854734 0.251 -0.017 -0.021 0.060
H 4.138553 1.269354 5.162222 -0.231 -0.113 0.058 0.071
H 2.402585 1.452377 5.704832 0.160 -0.233 -0.292 0.049
H 2.803803 3.962468 6.007616 -0.392 -0.200 0.147 0.094
H 4.501539 3.710207 5.711967 0.083 0.030 0.007 0.107
H 4.680969 5.065910 3.895645 -0.064 0.732 0.342 0.107
H 3.820807 4.813521 2.468215 -0.588 0.546 -0.221 0.108
H 2.531667 5.834552 5.156178 0.062 0.244 -0.046 0.056
H 2.929604 6.968738 3.833497 0.613 0.029 0.318 0.063
H 1.615535 5.994335 3.668730 -0.041 -0.912 -0.234 0.050
H 1.414310 3.838323 3.400937 -0.301 0.098 0.003 0.085
H 1.792202 2.220248 3.903261 0.066 0.004 0.108 0.096
H 3.240267 2.166113 1.576853 0.132 0.252 0.237 0.076
H 2.034296 3.462958 1.235178 0.682 0.281 -0.243 0.064
H 1.512706 1.935637 1.554352 -0.127 -0.415 0.607 0.044
```
Positions in Å, forces in eV/Å.